Entry 1:
11 unconnected molecules or ions with the total composition C46H82N2O9. Source: the OMol25 dataset; level of theory: ωB97M-V/def2-TZVPD.

Each line ends with the Löwdin charge.
Cartesian coordinates (Å):
C1 -28.7115 19.9041 -3.1520  -0.05
C2 -29.7242 19.8563 -4.1379  -0.07
C3 -30.9751 19.3469 -3.7806  -0.16
N1 -31.2206 18.8147 -2.5829  0.08
C4 -30.2796 18.8510 -1.6111  -0.11
C5 -29.0419 19.4534 -1.8792  -0.07
H1 -27.7160 20.2651 -3.3695  0.08
H2 -29.6450 20.1188 -5.1853  0.09
H3 -31.7754 19.3096 -4.5090  0.09
H4 -30.6179 18.4873 -0.6519  0.10
H5 -28.3187 19.4756 -1.0725  0.08
C6 -33.3263 16.1427 -6.2876  -0.07
C7 -33.2621 17.4470 -6.8281  -0.05
C8 -34.4584 18.0246 -7.2898  -0.12
N2 -35.6360 17.3553 -7.1483  0.05
C9 -35.6579 16.1395 -6.6378  -0.17
C10 -34.5251 15.4697 -6.2395  -0.08
H6 -32.4169 15.6278 -6.0080  0.09
H7 -32.2519 17.8299 -6.8490  0.08
H8 -34.6413 19.0760 -7.4615  0.09
H9 -36.6228 15.6467 -6.6534  0.10
H10 -34.6275 14.4188 -6.0043  0.10
C11 -34.7939 20.7622 -4.9423  -0.19
C12 -36.2290 20.5908 -5.3491  -0.17
C13 -36.8500 20.3539 -4.0052  -0.17
O1 -35.7986 19.8783 -3.1032  -0.15
C14 -34.5635 19.8195 -3.7805  -0.21
H11 -34.6327 21.8044 -4.6631  0.12
H12 -34.1362 20.4733 -5.7637  0.07
H13 -36.3946 19.7823 -6.0624  0.09
H14 -36.6575 21.4723 -5.8284  0.11
H15 -37.5243 19.4972 -3.9472  0.12
H16 -37.2566 21.2262 -3.4928  0.12
H17 -34.3106 18.8348 -4.1832  0.12
H18 -33.8649 20.2989 -3.0940  0.11
C15 -29.8595 24.0049 -3.0723  -0.17
C16 -31.0077 24.7304 -2.3875  -0.15
C17 -32.2148 23.8804 -2.8077  -0.22
O2 -31.8420 23.0593 -3.8877  -0.15
C18 -30.5057 23.4069 -4.3021  -0.20
H19 -29.5412 23.1740 -2.4416  0.11
H20 -29.0514 24.6720 -3.3733  0.12
H21 -31.1727 25.7487 -2.7405  0.11
H22 -30.8635 24.7808 -1.3089  0.11
H23 -33.0490 24.5238 -3.1078  0.11
H24 -32.6507 23.3065 -1.9853  0.12
H25 -30.6885 24.0738 -5.1471  0.12
H26 -30.0262 22.4638 -4.5632  0.09
C19 -26.8043 20.8068 3.5600  -0.15
C20 -26.5655 21.5621 2.2554  -0.19
C21 -27.7296 21.1701 1.4547  -0.22
O3 -27.8625 19.7611 1.7113  -0.18
C22 -27.4391 19.4647 3.0759  -0.15
H27 -27.4687 21.3904 4.1982  0.11
H28 -25.8644 20.6821 4.0973  0.11
H29 -25.6293 21.2399 1.7971  0.10
H30 -26.5094 22.6388 2.4266  0.12
H31 -27.6489 21.2088 0.3656  0.10
H32 -28.6946 21.6270 1.6950  0.13
H33 -26.6544 18.7103 3.0510  0.11
H34 -28.2757 19.1876 3.7150  0.11
C23 -24.8604 18.8340 -7.3724  -0.16
C24 -26.1412 19.2267 -6.6539  -0.19
C25 -27.1894 18.3779 -7.3235  -0.23
O4 -26.8104 18.1751 -8.6768  -0.12
C26 -25.4524 18.6976 -8.7982  -0.18
H35 -24.3845 17.9149 -7.0337  0.11
H36 -24.1296 19.6415 -7.3398  0.11
H37 -26.3869 20.2877 -6.7166  0.11
H38 -26.0284 18.9970 -5.5916  0.11
H39 -28.1839 18.7637 -7.0911  0.10
H40 -27.1138 17.3557 -6.9346  0.11
H41 -25.3957 19.6904 -9.2512  0.11
H42 -24.8183 18.0828 -9.4375  0.11
C27 -29.8178 16.0924 -4.1276  -0.15
C28 -29.1798 15.7903 -2.7738  -0.17
C29 -28.5901 14.3983 -2.9088  -0.21
O5 -28.9049 13.9689 -4.2279  -0.15
C30 -28.9819 15.1595 -5.0480  -0.16
H43 -29.6490 17.1334 -4.4096  0.08
H44 -30.9027 15.9976 -4.1204  0.10
H45 -29.9506 15.7534 -2.0072  0.09
H46 -28.3900 16.5181 -2.5905  0.10
H47 -29.0491 13.7207 -2.1906  0.11
H48 -27.5010 14.3599 -2.8193  0.12
H49 -29.5370 14.8812 -5.9431  0.11
H50 -27.9931 15.5407 -5.3094  0.11
C31 -24.0331 18.0919 -1.0212  -0.17
C32 -25.4218 18.0615 -1.5438  -0.20
C33 -26.1270 17.1614 -0.5775  -0.16
O6 -25.4027 17.3553 0.6859  -0.16
C34 -24.2990 18.2554 0.4711  -0.17
H51 -23.3919 18.8693 -1.4483  0.10
H52 -23.4597 17.2243 -1.3560  0.12
H53 -25.4490 17.7998 -2.6046  0.12
H54 -25.8593 19.0659 -1.5641  0.10
H55 -25.9997 16.1432 -0.9474  0.12
H56 -27.1629 17.4481 -0.4074  0.11
H57 -23.4316 17.8662 1.0091  0.12
H58 -24.6004 19.2154 0.8931  0.10
C35 -30.9371 22.3010 -7.6962  -0.16
C36 -29.9375 21.4615 -8.3527  -0.21
C37 -30.6456 20.2462 -8.8903  -0.18
O7 -31.6115 20.0307 -7.8554  -0.18
C38 -31.9813 21.2591 -7.1713  -0.15
H59 -31.4967 22.8056 -8.4873  0.12
H60 -30.4683 22.9635 -6.9750  0.09
H61 -29.2324 21.0142 -7.6451  0.10
H62 -29.4452 22.0006 -9.1643  0.12
H63 -30.0843 19.3324 -9.0742  0.12
H64 -31.2249 20.4705 -9.7942  0.12
H65 -31.8615 21.0417 -6.1095  0.09
H66 -32.9931 21.6167 -7.3574  0.11
C39 -28.9950 16.0814 2.0560  -0.14
C40 -27.6427 15.4142 2.3989  -0.16
C41 -27.4641 14.3671 1.3446  -0.20
O8 -28.2957 14.7869 0.2681  -0.15
C42 -29.4798 15.4183 0.7708  -0.18
H67 -28.8292 17.1355 1.8183  0.09
H68 -29.6704 16.1312 2.9105  0.11
H69 -27.5816 15.0759 3.4352  0.11
H70 -26.8130 16.1218 2.3580  0.08
H71 -27.7145 13.3672 1.7088  0.12
H72 -26.4086 14.3779 1.0715  0.12
H73 -30.2298 14.6528 0.9924  0.12
H74 -29.9230 16.1467 0.0959  0.09
C43 -24.5686 22.1234 -1.2891  -0.16
C44 -25.6797 23.1252 -1.6263  -0.16
C45 -26.1528 22.6697 -2.9789  -0.18
O9 -25.2052 21.7165 -3.5278  -0.14
C46 -24.0818 21.6431 -2.6668  -0.21
H75 -25.0037 21.2882 -0.7354  0.08
H76 -23.7515 22.5669 -0.7214  0.11
H77 -25.1472 24.0745 -1.6856  0.11
H78 -26.4325 23.1162 -0.8403  0.10
H79 -26.0909 23.5413 -3.6347  0.12
H80 -27.1561 22.2510 -3.0233  0.09
H81 -23.2735 22.3014 -3.0029  0.12
H82 -23.5916 20.6787 -2.5281  0.10

Calculated values
highest occupied orbital energy = -0.3266 Eh
relative energy (zero: lowest compared OMol25 entry of this formula, charge and spin) = 0.00 kcal/mol
frontier orbital gap = 9.34 eV

---

Entry 2:
A gas-phase ion, C3H5N2O2Si (charge -1). Source: the OMol25 dataset; level of theory: ωB97M-V/def2-TZVPD.

Each line ends with the Löwdin charge.
Cartesian coordinates (Å):
O1 2.7107 -1.6939 0.0834  -0.05
C1 1.6708 -1.0789 -0.1633  -0.61
N1 1.2091 -0.6981 -1.3943  0.16
C2 -0.0233 0.0148 -1.3058  -0.60
O2 -0.5947 0.4630 -2.3131  -0.10
C3 -0.3443 -0.0219 0.0469  -0.35
Si1 -1.6786 1.1300 1.0000  0.61
N2 0.7483 -0.6310 0.7178  0.04
H1 1.7226 -0.8386 -2.2489  0.14
H2 -2.1294 0.4057 2.2099  -0.13
H3 -2.8318 1.3935 0.1479  -0.11
H4 -1.2047 2.4281 1.5255  -0.13
H5 0.7452 -0.8727 1.6939  0.13

Calculated values
highest occupied orbital energy = -0.0889 Eh
charge = -1
relative energy (zero: lowest compared OMol25 entry of this formula, charge and spin) = 0.00 kcal/mol
frontier orbital gap = 6.20 eV

---

Entry 3:
A gas-phase ion, C7H11N4O (charge +1). Source: the OMol25 dataset; level of theory: ωB97M-V/def2-TZVPD.

Each line ends with the Löwdin charge.
Cartesian coordinates (Å):
C1 0.1699 -1.0947 -2.3379  -0.06
C2 0.6416 -0.1081 -1.3889  -0.09
C3 0.1824 -0.6420 -0.1209  -0.16
C4 0.5730 1.1209 1.5351  -0.19
C5 -1.6179 2.0542 1.1090  0.02
C6 1.4905 0.9204 -1.6861  -0.03
C7 -0.9830 -2.7680 0.4943  0.01
N1 -0.4252 -2.0674 -1.7418  0.12
N2 -0.4119 -1.8124 -0.4129  -0.12
N3 0.2954 -0.1931 1.1326  0.12
N4 -0.3745 2.0667 1.5259  -0.04
O1 1.9697 1.7418 -0.7729  0.11
H1 0.2692 -1.0778 -3.4035  0.13
H2 1.4298 1.2773 2.1647  0.12
H3 -2.2029 2.9481 1.1724  0.07
H4 -2.0412 1.1643 0.6827  0.06
H5 1.7786 1.0494 -2.7231  0.16
H6 -1.2048 -3.6638 -0.0855  0.11
H7 -0.2786 -3.0259 1.2895  0.10
H8 -1.9123 -2.3908 0.9323  0.11
H9 0.1782 -0.8890 1.8654  0.15
H10 -0.0534 2.9499 1.9165  0.17
H11 2.5273 2.4398 -1.1466  0.15

Calculated values
highest occupied orbital energy (alpha / beta) = -0.3888 / -0.3888 Eh
charge = +1
relative energy (zero: lowest compared OMol25 entry of this formula, charge and spin) = 75.83 kcal/mol
frontier orbital gap (alpha / beta) = 6.25 / 6.25 eV

---

Entry 4:
A gas-phase ion, C3H8NO2 (charge +1). Source: the OMol25 dataset; level of theory: ωB97M-V/def2-TZVPD.

Each line ends with the Löwdin charge.
Cartesian coordinates (Å):
N1 -2.0227 0.3712 -0.4188  0.16
C1 -0.8010 -0.3921 -0.0016  -0.15
C2 0.5433 0.3995 -0.1136  -0.08
C3 1.7253 -0.4745 0.3994  -0.33
O1 1.5367 -1.4623 1.1493  0.09
O2 3.1197 0.0030 0.0588  0.06
H1 -2.5908 0.6905 0.4072  0.19
H2 -1.8437 1.1970 -1.1746  0.25
H3 -2.6873 -0.2824 -0.8875  0.18
H4 -0.9920 -0.4705 1.0533  0.13
H5 -0.5607 -1.3329 -0.4416  0.13
H6 0.6310 0.6961 -1.2578  0.16
H7 0.5518 1.4138 0.3259  0.13
H8 3.3905 -0.3563 0.9015  0.08

Calculated values
highest occupied orbital energy = -0.5454 Eh
charge = +1
relative energy (zero: lowest compared OMol25 entry of this formula, charge and spin) = 55.33 kcal/mol
frontier orbital gap = 10.44 eV

---

Entry 5:
A gas-phase ion, C4H3N2 (charge +1). Source: the OMol25 dataset; level of theory: ωB97M-V/def2-TZVPD.

Each line ends with the Löwdin charge.
Cartesian coordinates (Å):
C1 0.8019 -0.3951 0.5906  0.14
C2 0.4541 -0.8707 -0.4969  -0.08
N1 0.2980 -1.4038 -1.6102  0.22
C3 -0.4714 -0.7810 -2.3710  -0.16
C4 -1.5438 0.1137 -2.1089  0.15
N2 -1.4349 -0.4203 -3.2817  0.32
H1 0.1957 -0.2552 1.5298  0.15
H2 1.8635 -0.0473 0.5157  0.15
H3 -2.0165 0.9553 -1.7651  0.12

Calculated values
highest occupied orbital energy = -0.5780 Eh
charge = +1
relative energy (zero: lowest compared OMol25 entry of this formula, charge and spin) = 50.86 kcal/mol
frontier orbital gap = 9.27 eV

---

Entry 6:
7 unconnected molecules or ions with the total composition C37H60O23S. Source: the OMol25 dataset; level of theory: ωB97M-V/def2-TZVPD.

Each line ends with the Löwdin charge.
Cartesian coordinates (Å):
C1 1.4841 -0.6355 0.0690  0.03
C2 2.5868 0.0789 0.7999  -0.52
O1 2.9533 -0.1946 1.9001  0.12
O2 3.2594 1.0297 0.0785  -0.03
C3 2.5408 2.2268 -0.2695  -0.18
C4 2.4805 3.2284 0.8715  -0.15
C5 1.8375 4.5499 0.4028  -0.20
C6 0.4434 4.8003 0.9826  -0.20
C7 -0.6048 3.9067 0.3152  -0.18
C8 -1.8067 3.5442 1.1952  -0.15
C9 -2.4495 2.2194 0.7715  -0.28
C10 -2.5345 1.1525 1.8930  -0.12
O3 -3.8010 0.4823 1.7561  -0.09
C11 -4.1846 0.7717 0.4178  -0.40
C12 -5.5479 0.1834 0.0760  -0.18
S1 -5.3503 -0.5703 -1.5152  0.68
O4 -4.4889 -1.7051 -1.3369  -0.34
O5 -5.0334 0.4494 -2.4741  -0.33
C13 -3.9152 2.2556 0.3140  -0.08
H1 0.8180 0.0445 -0.4597  0.07
H2 1.9333 -1.2874 -0.6840  0.10
H3 0.9215 -1.2415 0.7739  0.09
H4 3.0814 2.6536 -1.1157  0.12
H5 1.5408 1.9577 -0.6177  0.10
H6 1.9231 2.8034 1.7124  0.12
H7 3.5040 3.3883 1.2176  0.12
H8 2.4989 5.3891 0.6113  0.10
H9 1.7439 4.5195 -0.6886  0.10
H10 0.4406 4.5493 2.0492  0.10
H11 0.2006 5.8590 0.8659  0.11
H12 -0.9503 4.3503 -0.6236  0.13
H13 -0.0980 2.9712 0.0518  0.09
H14 -1.4341 3.4343 2.2183  0.11
H15 -2.5341 4.3550 1.1711  0.10
H16 -1.8982 1.8149 -0.0842  0.13
H17 -1.7366 0.4103 1.7909  0.12
H18 -2.4878 1.5989 2.8857  0.12
H19 -3.4392 0.2758 -0.2253  0.13
H20 -6.3542 0.9163 0.0165  0.11
H21 -5.8193 -0.6030 0.7812  0.12
H22 -6.5931 -1.0144 -1.8191  0.08
H23 -4.4899 2.7794 1.0873  0.14
H24 -4.1270 2.7365 -0.6400  0.13
C14 -3.6351 -4.5456 -2.7734  -0.01
C15 -2.4132 -3.9640 -3.4249  -0.30
C16 -1.6130 -4.9125 -4.2969  -0.08
O6 -0.2680 -4.4276 -4.1377  0.06
C17 -0.2020 -3.7849 -2.9502  -0.58
O7 0.8085 -3.4287 -2.4239  0.13
O8 -1.4244 -3.6156 -2.4295  0.09
H25 -3.3488 -5.3530 -2.0975  0.09
H26 -4.1363 -3.7796 -2.1883  0.06
H27 -4.3253 -4.9390 -3.5192  0.09
H28 -2.6479 -3.0443 -3.9669  0.16
H29 -1.8896 -4.9010 -5.3469  0.14
H30 -1.6540 -5.9353 -3.9139  0.14
C18 -4.7803 -10.4751 -1.1008  -0.02
C19 -4.4573 -9.2080 -1.8435  -0.33
C20 -5.2244 -7.9754 -1.4075  -0.09
O9 -5.2880 -7.2122 -2.6217  0.03
C21 -5.1907 -8.0702 -3.6652  -0.57
O10 -5.3774 -7.7636 -4.8004  0.15
O11 -4.8540 -9.3004 -3.2335  0.09
H31 -5.8211 -10.7566 -1.2656  0.09
H32 -4.1456 -11.2941 -1.4351  0.09
H33 -4.6105 -10.3240 -0.0347  0.09
H34 -3.3838 -9.0108 -1.8266  0.14
H35 -4.7233 -7.3991 -0.6343  0.12
H36 -6.2433 -8.2187 -1.0955  0.14
C22 5.8703 4.5232 -2.8204  -0.02
C23 4.5939 5.2668 -3.1136  -0.33
C24 4.7569 6.6246 -3.7685  -0.09
O12 3.6164 7.3385 -3.2799  0.07
C25 3.2491 6.7907 -2.0987  -0.56
O13 2.4502 7.2585 -1.3543  0.16
O14 3.9224 5.6326 -1.8909  0.06
H37 6.4746 5.0799 -2.1037  0.09
H38 5.6630 3.5392 -2.4017  0.08
H39 6.4420 4.3908 -3.7396  0.09
H40 3.9013 4.6459 -3.6892  0.16
H41 4.7356 6.6016 -4.8543  0.14
H42 5.6621 7.1310 -3.4240  0.14
C26 -0.2548 6.8715 4.2957  -0.02
C27 -1.5015 7.3651 3.6111  -0.32
C28 -2.6119 7.8454 4.5268  -0.09
O15 -3.7886 7.5527 3.7645  0.07
C29 -3.5002 6.5317 2.9250  -0.56
O16 -4.3014 5.9280 2.2868  0.16
O17 -2.1697 6.2918 2.9180  0.06
H43 -0.4800 5.9931 4.9017  0.10
H44 0.5069 6.5992 3.5671  0.07
H45 0.1476 7.6539 4.9403  0.09
H46 -1.2631 8.1299 2.8666  0.16
H47 -2.5776 8.9078 4.7509  0.14
H48 -2.6446 7.2694 5.4552  0.14
C30 1.1675 -5.2736 0.3724  -0.01
C31 0.4534 -6.4816 0.9129  -0.31
C32 0.8656 -7.8168 0.3232  -0.08
O18 -0.3484 -8.5796 0.4066  0.07
C33 -1.3845 -7.7121 0.3955  -0.55
O19 -2.5290 -8.0262 0.2667  0.15
O20 -0.9471 -6.4489 0.5491  0.09
H49 0.9595 -5.1482 -0.6889  0.07
H50 0.8363 -4.3700 0.8819  0.09
H51 2.2452 -5.3711 0.5100  0.10
H52 0.4985 -6.5197 2.0048  0.16
H53 1.6539 -8.3240 0.8718  0.14
H54 1.1439 -7.7229 -0.7293  0.14
C34 5.9988 0.0122 2.9991  -0.02
C35 6.8589 1.2257 2.7870  -0.32
C36 7.6202 1.2633 1.4769  -0.09
O21 8.7817 2.0295 1.8138  0.06
C37 9.0021 1.8908 3.1456  -0.57
O22 9.9856 2.2501 3.7067  0.16
O23 7.9473 1.2863 3.7339  0.08
H55 6.6153 -0.8868 3.0484  0.09
H56 5.4317 0.0885 3.9251  0.09
H57 5.2854 -0.0780 2.1818  0.06
H58 6.2755 2.1429 2.9105  0.16
H59 7.0829 1.7486 0.6666  0.13
H60 7.9360 0.2636 1.1677  0.14

Calculated values
highest occupied orbital energy = -0.3607 Eh
frontier orbital gap = 10.19 eV